Record 1
# C31H73InNO11P2

C31H73InNO11P2 as an isolated structure at a distorted geometry (the ωB97M-V functional and the def2-TZVPD basis, the Open Molecules 2025 dataset).

Positions of all 119 atoms, in Å:
C 2.118447 1.942081 2.566825
C 0.778027 1.242938 2.254621
C 0.200173 0.539157 3.499793
C -1.107102 -0.194969 3.141108
C -1.155781 -1.658211 3.621651
C -0.289639 -2.547926 2.672446
C 1.065110 -2.900671 3.341409
In 2.796929 -3.001370 1.903802
O 3.081645 -5.037135 1.492071
C 4.590854 -2.225870 3.035129
C 5.742922 -1.723551 2.112148
C 7.059034 -2.524814 2.309610
C 8.161611 -1.600634 2.879326
C 9.549020 -2.080918 2.434062
C 9.826172 -1.910780 0.919417
C 9.138591 -0.689673 0.299520
C 9.545734 -0.524947 -1.176586
O 8.497540 -0.085871 -2.023284
C 7.827899 1.065512 -1.533849
C 2.420574 -1.870029 0.001993
C 3.216762 -2.314496 -1.231101
O 3.830416 -3.598755 -1.105882
C 4.272016 -1.307938 -1.671310
N 3.678969 -0.061816 -2.217004
H 1.938121 3.012232 2.701208
H 2.510071 1.578761 3.519196
H 2.862989 1.809461 1.782751
H 0.901095 0.485797 1.476806
H 0.053664 1.992985 1.926707
H 0.029829 1.346775 4.222234
H 0.973611 -0.105166 3.919994
H -1.942749 0.334360 3.607862
H -1.206230 -0.202735 2.055287
H -2.201131 -1.989777 3.580974
H -0.822494 -1.779599 4.653299
H -0.854127 -3.472638 2.524639
H -0.172150 -2.051133 1.707458
H 1.289664 -2.245749 4.186450
H 0.979159 -3.905577 3.773051
H 2.776062 -5.494833 2.279977
H 4.940974 -2.983266 3.740386
H 4.206872 -1.381824 3.619839
H 5.908711 -0.670797 2.355028
H 5.418287 -1.806705 1.072047
H 7.368368 -3.012517 1.381720
H 6.902626 -3.307692 3.052179
H 8.022560 -0.552969 2.615281
H 8.109502 -1.672386 3.969549
H 10.353763 -1.609029 3.007302
H 9.603642 -3.152039 2.657977
H 10.905264 -1.785004 0.795914
H 9.447750 -2.792616 0.399571
H 9.450436 0.216902 0.828704
H 8.057118 -0.793243 0.392720
H 10.431350 0.115957 -1.287046
H 9.826135 -1.519339 -1.534881
H 6.911215 0.763385 -1.020928
H 7.561678 1.690685 -2.388900
H 8.472845 1.666061 -0.886793
H 1.361116 -2.020628 -0.230940
H 2.534798 -0.801202 0.221192
H 2.518868 -2.402752 -2.069285
H 4.673855 -3.465296 -0.661426
H 4.984082 -1.049142 -0.875374
H 4.822614 -1.766285 -2.497537
H 3.425095 0.543268 -1.441321
H 4.447771 0.436166 -2.657274
O -4.509480 1.781714 2.760537
P -5.977211 1.800276 2.574995
O -6.281659 3.099397 1.634817
C -5.843020 3.065543 0.271953
C -6.670525 2.125116 -0.584699
O -6.476863 2.364351 4.026425
C -5.604825 2.431294 5.153933
C -5.014815 3.818949 5.294476
O -7.351246 0.997213 2.304460
C -8.597739 1.250296 2.963247
C -9.181500 2.618684 2.695001
H -4.785660 2.788794 0.235714
H -5.931095 4.084017 -0.106245
H -6.528830 1.086187 -0.280059
H -6.386902 2.209217 -1.634471
H -7.732915 2.351287 -0.485013
H -4.825193 1.673888 5.094856
H -6.209575 2.198183 6.033669
H -4.527501 4.137343 4.373172
H -4.286698 3.849516 6.106245
H -5.803218 4.544121 5.506374
H -8.509902 1.054046 4.030254
H -9.282207 0.495346 2.571167
H -8.576683 3.411648 3.129570
H -10.180399 2.680013 3.131012
H -9.251862 2.808124 1.623659
O -5.414984 0.377567 -3.890026
P -5.244980 0.856848 -5.301772
O -5.234908 -0.568539 -6.121843
C -6.466252 -1.264531 -6.311779
C -7.367444 -0.578846 -7.324165
O -3.630868 1.139412 -5.204661
C -2.939659 1.297766 -3.961818
C -2.296936 -0.004058 -3.531862
O -5.351341 1.803305 -6.619625
C -4.251606 2.195498 -7.456253
C -3.567665 1.052485 -8.169343
H -6.978746 -1.375870 -5.351560
H -6.206461 -2.262344 -6.664702
H -7.714550 0.388741 -6.952832
H -8.243231 -1.194256 -7.534991
H -6.831750 -0.393552 -8.255057
H -3.601772 1.687352 -3.190305
H -2.166112 2.050814 -4.127082
H -3.024674 -0.814828 -3.499396
H -1.838551 0.096499 -2.547612
H -1.524968 -0.296434 -4.245151
H -3.542605 2.798256 -6.893188
H -4.690556 2.861161 -8.202717
H -3.047685 0.393330 -7.478223
H -2.832793 1.450760 -8.871114
H -4.289983 0.448727 -8.719485

Atomic forces in eV per Å
-0.56 0.15 0.11
0.42 -0.21 0.54
0.06 0.71 -0.73
0.19 -0.25 1.33
-0.14 0.09 -1.33
0.01 -0.10 1.70
0.10 -0.48 -0.81
0.05 0.04 0.43
-0.03 0.16 0.10
-0.26 0.25 -0.61
-0.45 -1.00 0.74
-0.24 1.18 0.19
0.59 -0.90 -0.05
-0.01 -0.07 -0.10
-0.45 0.53 0.55
0.63 0.22 -0.16
-0.35 -0.71 0.22
0.19 0.24 0.06
0.04 -0.10 -0.42
0.01 -0.38 0.05
-0.14 0.58 0.20
0.03 0.16 -0.22
-0.13 0.41 -0.54
0.37 0.03 0.20
0.19 0.02 -0.05
0.22 -0.11 -0.15
0.03 -0.02 0.05
-0.01 0.13 -0.11
-0.05 -0.18 -0.26
-0.13 -0.26 0.23
-0.14 -0.20 -0.07
-0.07 0.17 -0.40
-0.33 0.13 0.03
0.02 0.04 0.03
0.04 0.12 0.01
0.18 -0.02 -0.36
-0.07 -0.01 -0.02
0.01 0.14 -0.12
0.06 0.05 0.05
0.01 -0.11 0.03
0.02 0.03 0.01
0.00 -0.11 0.10
0.18 0.05 -0.35
0.19 0.26 -0.06
0.10 0.11 -0.01
-0.09 -0.16 -0.20
-0.12 -0.03 -0.06
0.00 0.22 -0.01
-0.13 0.14 0.02
0.14 0.05 0.08
0.00 -0.41 -0.28
0.36 -0.04 -0.17
-0.25 -0.07 0.22
0.00 0.04 -0.13
-0.08 0.12 0.10
-0.03 0.11 -0.27
0.06 0.20 0.20
-0.06 -0.09 -0.02
-0.10 -0.05 0.13
-0.03 0.07 0.22
0.11 0.00 -0.13
0.15 -0.16 -0.07
-0.03 -0.20 0.26
-0.04 -0.42 0.15
0.11 -0.02 0.11
-0.26 -0.13 0.03
-0.13 0.05 -0.18
-0.30 -2.74 -1.52
-1.70 5.03 2.85
0.01 -0.81 -0.06
0.13 0.02 -0.34
-0.03 -0.09 0.13
-0.22 -0.41 -0.27
0.20 0.22 0.20
-0.09 0.17 -0.07
2.06 -1.24 -0.90
-0.70 -0.22 0.30
0.23 0.27 -0.08
0.00 0.02 0.05
-0.02 0.05 0.16
0.02 0.00 -0.08
0.05 -0.02 0.02
0.00 0.05 -0.03
0.03 0.03 -0.18
-0.12 -0.01 -0.09
0.10 -0.16 -0.01
-0.01 -0.02 0.00
0.00 -0.02 0.05
0.23 0.13 0.01
0.22 -0.07 -0.16
0.05 -0.04 0.03
-0.01 -0.12 -0.02
-0.06 -0.05 0.00
-3.47 2.18 -0.40
7.08 -3.45 -0.92
-0.79 0.66 -0.05
-0.17 -0.14 -0.04
0.01 0.13 0.06
-0.30 0.61 -0.22
0.25 -0.26 0.19
0.03 -0.13 -0.12
-2.63 0.25 1.57
0.47 0.58 -0.47
-0.05 -0.35 0.18
0.05 -0.02 0.01
0.13 0.03 0.04
-0.03 -0.02 -0.01
0.01 -0.02 0.02
0.01 -0.06 -0.02
-0.12 -0.10 -0.05
-0.04 0.01 -0.16
-0.10 0.10 0.10
0.02 0.01 -0.01
0.05 0.04 0.04
-0.02 -0.17 0.20
-0.27 -0.07 0.13
-0.01 0.05 0.05
-0.07 0.11 -0.01
0.00 0.06 -0.07

Values from the calculation:
* HOMO level: -4.0 eV
* energy: -2980.2050 Ha
* total charge: -1
* Kohn-Sham gap: 4.8 eV

These are the Löwdin partial charges, in e, on atoms 1 to 99: -0.11 -0.26 -0.21 -0.21 -0.22 -0.29 -0.27 0.83 -0.42 -0.26 -0.29 -0.20 -0.22 -0.22 -0.21 -0.20 -0.23 -0.19 -0.11 -0.19 -0.48 -0.06 -0.26 0.00 0.06 0.06 0.06 0.09 0.10 0.11 0.09 0.09 0.10 0.09 0.10 0.09 0.07 0.01 0.02 -0.08 0.02 0.01 0.09 0.05 0.10 0.10 0.09 0.11 0.10 0.11 0.11 0.11 0.11 0.11 0.12 0.12 0.08 0.08 0.09 0.03 0.02 0.13 0.07 0.09 0.12 0.05 0.04 -0.21 0.55 -0.21 -0.28 -0.08 -0.24 -0.28 -0.07 -0.21 -0.26 -0.08 0.11 0.12 0.07 0.07 0.07 0.11 0.12 0.08 0.08 0.07 0.11 0.12 0.07 0.08 0.07 -0.22 0.61 -0.21 -0.29 -0.08 -0.26

Record 2
# C12H12

One molecule with the formula C12H12 at a distorted geometry (the ωB97M-V functional and the def2-TZVPD basis, the Open Molecules 2025 dataset).

Positions of all 24 atoms, in Å:
C -3.842482 -1.085714 -0.074339
C -2.444368 -0.479940 -0.036705
C -2.466930 0.938457 0.060385
C -1.274341 1.665639 0.034035
C -0.020590 1.021623 -0.108682
C 1.338466 1.755460 -0.063419
C 2.466751 0.956188 -0.011582
C 2.372792 -0.464622 0.044186
C 3.769848 -1.140123 0.039898
C 1.263494 -1.132711 -0.010352
C 0.000253 -0.367146 0.068339
C -1.159144 -1.122097 0.091906
H -4.589864 -0.358511 -0.762353
H -4.294873 -1.153718 1.084626
H -3.862498 -2.200474 -0.642292
H -3.364644 1.592347 0.195147
H -1.319541 2.817179 0.359816
H 1.453586 2.833282 -0.277670
H 3.395243 1.520229 -0.115709
H 4.477684 -1.034573 -0.937095
H 4.196564 -0.663821 0.931723
H 3.637899 -2.138460 0.065848
H 1.272200 -2.212055 -0.304273
H -1.024253 -2.271512 0.200212

Atomic forces in eV per Å
-2.11 -1.50 -0.57
0.57 0.18 0.78
1.21 1.09 -0.13
-0.18 1.89 1.07
1.86 2.12 1.73
-1.12 -2.23 -0.93
-2.12 2.37 0.09
5.09 0.94 -1.16
0.46 3.52 -2.01
-3.23 -0.76 -0.36
1.30 -1.52 -1.33
-3.00 -1.12 -0.26
2.04 -2.05 2.09
1.05 -0.01 -3.30
-0.01 3.01 1.87
0.46 -1.29 -0.25
0.21 -2.63 -1.29
-0.45 -0.69 0.40
0.14 -0.73 0.26
-1.79 0.55 2.24
0.74 -0.78 -0.32
-0.21 -3.47 0.87
-0.26 0.94 0.87
-0.63 2.15 -0.35

Values from the calculation:
* HOMO level: -8.2 eV
* energy: -464.3690 Ha
* total charge: 0
* Kohn-Sham gap: 8.9 eV
* SMILES: Cc1ccc2ccc(C)cc2c1

Per-atom natural (NBO) charges, elementary charge units: -0.64 -0.04 -0.23 -0.18 -0.07 -0.15 -0.23 -0.03 -0.61 -0.19 -0.07 -0.18 0.23 0.23 0.23 0.22 0.22 0.22 0.22 0.21 0.22 0.20 0.21 0.22

Record 3
# C5H10O

One molecule with the formula C5H10O (the ωB97M-V functional and the def2-TZVPD basis, the Open Molecules 2025 dataset).

Positions of all 16 atoms, in Å:
C -1.920997 -0.263756 -0.320359
C -0.614230 -1.039564 -0.511480
C 0.325518 -0.845502 0.654867
O 1.732913 -0.933894 0.461389
C 1.184433 0.332251 0.817975
C 1.361968 1.414282 -0.214648
H -2.400832 -0.501076 0.636953
H -2.631898 -0.509247 -1.115424
H -1.754279 0.819738 -0.343763
H -0.834839 -2.108619 -0.616117
H -0.123194 -0.728099 -1.438720
H 0.009506 -1.349012 1.572854
H 1.388001 0.642688 1.846273
H 1.181546 1.031233 -1.222215
H 2.396799 1.771419 -0.176345
H 0.699583 2.267158 -0.031238

Atomic forces in eV per Å
-0.06 0.04 0.01
0.07 -0.03 -0.06
-0.32 0.01 0.05
0.14 -0.19 -0.03
-0.02 0.24 0.06
-0.01 0.01 -0.03
0.11 -0.01 -0.14
0.08 0.05 0.11
0.03 -0.18 0.01
0.07 0.12 0.00
-0.04 -0.05 0.13
-0.06 0.16 -0.11
0.09 -0.09 -0.17
-0.01 0.06 0.15
-0.15 0.00 -0.02
0.07 -0.13 0.02

Values from the calculation:
* HOMO level: -10.1 eV
* energy: -271.7115 Ha
* total charge: 0
* Kohn-Sham gap: 11.2 eV
* SMILES: CC[C@H]1O[C@H]1C

Per-atom natural (NBO) charges, elementary charge units: -0.60 -0.43 0.06 -0.50 0.06 -0.64 0.20 0.21 0.20 0.21 0.21 0.18 0.18 0.22 0.22 0.21

Q: Which of these has the lowest HOMO level?
A: C5H10O

Q: Which value of energy does entry 3 give?
A: -271.7115 Ha